1.
Computed, not measured: 2 unconnected molecules or ions with the total composition C10H12N6O6 at a distorted geometry, with wB97M-V/def2-TZVPD.

Geometry as XYZ:
```
34
Properties=species:S:1:pos:R:3:forces:R:3:mulliken_charge:R:1
O -0.62558 6.84760 -0.98622 0.815 -1.429 -0.122 -0.640
O 1.45636 5.92556 -1.00541 -0.337 -0.118 0.015 -0.167
O -3.51789 3.09765 -1.04379 0.794 -0.541 -0.166 -0.171
O 3.38288 1.96887 -0.97564 -2.781 -0.059 -0.037 -0.538
O -3.23678 0.83310 -1.02832 0.517 1.482 0.018 -0.653
O 2.02913 0.25027 -1.04826 0.206 2.487 0.116 -0.558
N 2.23025 1.49501 -0.99713 2.315 -2.331 0.066 0.886
N -0.50412 -0.89564 1.16729 0.169 0.166 0.719 -0.607
N 0.04890 5.83018 -1.01360 -0.162 -1.334 0.034 0.766
N -2.73454 4.23726 -1.06748 2.681 -1.263 0.055 -0.551
N 2.06151 4.68895 -0.99114 -2.253 -1.397 0.106 -0.495
N -2.72244 1.94299 -1.03628 1.541 -0.370 0.125 0.833
C 1.04446 2.32535 -0.95943 -2.412 -0.767 0.070 -1.004
C -1.44454 3.77073 -1.05804 -3.148 0.914 0.068 0.551
C 0.22954 -3.26104 1.48560 -0.133 0.288 0.132 -0.571
C -0.39788 -2.20646 0.56356 -0.144 -0.516 -0.466 -0.382
C 0.30997 -4.64354 0.83813 -0.035 0.214 -0.188 -0.366
C -0.20797 4.46672 -1.03113 0.156 2.239 0.118 0.194
C -0.18912 1.62812 -0.92827 2.109 0.743 -0.632 -0.845
C 0.93495 -5.73331 1.70415 -0.023 0.015 -0.041 -1.264
C 1.02997 3.79637 -0.98347 2.066 0.964 -0.231 0.710
C -1.38352 2.35937 -1.03541 -2.412 0.678 0.280 0.100
H 0.16371 -2.17703 -0.38784 -0.086 -0.173 0.110 0.256
H -0.37924 -3.31457 2.39926 0.219 0.053 -0.070 0.270
H -0.24470 0.54434 -0.90415 0.444 0.245 -0.101 1.449
H -1.42742 -2.51122 0.33600 0.189 -0.114 -0.121 0.272
H 0.40294 -0.51625 1.42359 -0.185 0.059 -0.209 0.258
H -1.01920 -0.24847 0.58681 0.041 -0.153 0.251 0.301
H -0.70227 -4.95409 0.55147 0.096 0.027 -0.042 0.309
H 0.88931 -4.55154 -0.08884 -0.101 -0.068 0.026 0.320
H 0.96931 -6.67015 1.14217 0.027 0.027 0.096 0.362
H 0.35499 -5.91570 2.61374 0.061 0.083 -0.056 0.320
H 1.23879 -2.92564 1.76561 -0.136 -0.075 0.067 0.339
H 1.96023 -5.48378 1.99244 -0.098 0.025 0.009 0.319
```
Forces are in eV/Å.

The charge is 0. Its multiplicity is 1. For the HOMO-LUMO gap, the calculation gives 6.74 eV. The calculated total energy is -31777.474 eV.

2.
Computed, not measured: a gas-phase ion, C10H12NO (charge +1) at a distorted geometry, with wB97M-V/def2-TZVPD.

Geometry as XYZ:
```
24
Properties=species:S:1:pos:R:3:forces:R:3:mulliken_charge:R:1
O 1.65886 -0.29865 -1.32246 1.708 1.444 -0.787 0.083
N 2.69471 0.37165 -1.19361 -0.649 -0.705 -1.718 0.066
C 0.87633 -0.47107 -0.03889 -0.970 -0.637 1.713 2.058
C -1.45550 -1.31572 -0.47737 -0.275 -1.458 -0.057 -0.712
C 2.82071 0.96237 0.07194 -0.593 -0.018 1.667 -0.350
C 0.29840 -2.89735 0.01816 1.017 0.583 0.268 -0.627
C -1.03849 -2.60285 -0.36363 -1.070 1.033 -0.266 -0.881
C 1.19793 -1.91150 0.20152 -0.403 -0.384 0.065 -0.887
C 1.63153 0.46604 0.92091 0.182 0.127 -0.223 -0.933
C -1.04170 1.09575 -0.38587 0.711 -0.847 -0.002 -0.440
C -2.39895 1.56637 -0.71289 -0.260 0.098 -0.022 -1.379
C -0.59514 -0.18524 -0.29567 0.499 1.081 -0.008 0.686
H -0.32924 1.90138 -0.25530 0.175 0.041 0.066 0.318
H -2.68420 2.35778 -0.01977 -0.079 -0.001 0.031 0.355
H -3.15457 0.78944 -0.69941 -0.058 0.006 -0.007 0.361
H 2.21971 -2.12173 0.47610 0.150 -0.081 0.151 0.424
H -2.49429 -1.12082 -0.68836 -0.068 -0.035 -0.097 0.258
H -2.38434 2.02467 -1.70448 -0.037 0.008 -0.049 0.338
H -1.72625 -3.41660 -0.52011 -0.150 -0.041 -0.003 0.423
H 0.57821 -3.92254 0.20083 0.121 -0.115 -0.002 0.427
H 1.97909 -0.09055 1.79226 -0.074 0.035 -0.135 0.398
H 1.00760 1.28271 1.27547 0.046 -0.052 -0.090 0.382
H 3.81195 0.70095 0.46516 0.015 -0.010 -0.230 0.310
H 2.85314 2.05158 -0.06407 0.061 -0.072 -0.264 0.323
```
Forces are in eV/Å.

The charge is +1. Its multiplicity is 1. For the HOMO-LUMO gap (spin up / spin down), the calculation gives 5.74 / 5.74 eV. The calculated total energy is -14091.140 eV.

3.
Computed, not measured: a gas-phase ion, C10H12NOS (charge +1) at a distorted geometry, with wB97M-V/def2-TZVPD.

Geometry as XYZ:
```
25
Properties=species:S:1:pos:R:3:forces:R:3:mulliken_charge:R:1
S -2.15824 -1.26626 0.43015 4.078 0.786 -2.606 0.477
O -0.43043 -1.55109 0.06092 -1.630 -1.281 0.007 -0.467
N -2.26903 0.28475 -0.17091 0.380 0.846 0.809 -0.484
C 3.23051 -1.16782 0.03166 -0.616 -0.066 -0.549 -0.335
C -0.34226 0.90741 1.21983 1.321 0.595 -1.821 -1.866
C -2.83152 -1.92951 -1.14069 -2.380 0.247 1.805 -0.761
C 0.90462 -0.93611 0.19726 -1.266 -0.527 0.430 0.774
C 1.99882 -1.80211 -0.07655 -1.334 4.196 1.162 -0.886
C -1.43913 2.47418 -0.51077 -2.759 -1.184 1.103 -1.261
C 3.32250 0.21939 0.25520 -2.133 -0.911 0.729 -0.743
C -1.37312 1.16091 0.19309 -1.822 -0.727 -0.476 1.065
C 2.22496 1.00461 0.63891 -0.534 -1.855 -0.526 -0.650
C 0.93564 0.37423 0.63925 1.852 -0.217 -0.505 1.061
H 4.07720 -1.81536 -0.10191 0.565 0.274 -0.096 0.393
H -3.29303 -2.88666 -0.98198 -0.295 -0.474 0.614 0.393
H -1.95786 2.34947 -1.44292 0.056 -0.039 -0.540 0.394
H -2.18347 -2.10794 -1.92962 1.930 0.484 -1.191 0.319
H -0.46813 2.77104 -0.60590 2.456 1.553 -0.430 0.429
H 2.46093 2.01149 0.95373 -0.565 0.142 0.023 0.400
H -2.09152 3.14876 0.07996 0.738 -0.059 -0.047 0.298
H 1.76882 -2.78280 -0.27019 0.040 -2.255 -0.492 0.573
H -0.63285 0.23371 1.94869 -0.985 -1.332 1.585 0.510
H 4.23285 0.69971 0.28834 2.051 0.670 -0.054 0.445
H -3.63868 -1.19118 -1.38213 0.858 -0.587 0.140 0.363
H -0.04755 1.79716 1.67657 -0.006 1.722 0.925 0.559
```
Forces are in eV/Å.

The charge is +1. Its multiplicity is 1. For the HOMO-LUMO gap, the calculation gives 7.31 eV. The calculated total energy is -24927.525 eV.

4.
Computed, not measured: a gas-phase ion, C10H12NOS (charge +1) at a distorted geometry, with wB97M-V/def2-TZVPD.

Geometry as XYZ:
```
25
Properties=species:S:1:pos:R:3:forces:R:3:mulliken_charge:R:1
S -1.77940 1.34858 -1.07054 -0.636 0.652 -0.344 -0.200
O 2.38909 0.39582 -0.58580 0.786 0.611 -0.692 -0.336
N 0.32375 -0.34396 -1.81401 1.442 3.697 2.439 -0.334
C -1.16292 0.14060 0.00210 -1.176 0.810 -0.502 -0.283
C 2.66333 2.18373 0.74388 -2.702 -1.246 0.630 -0.387
C 3.16138 1.47518 -0.26852 2.054 0.142 0.217 -0.593
C 1.39136 1.49851 1.13774 1.891 -1.033 -2.136 -0.558
C -3.30410 1.49170 -0.26591 0.890 -0.534 -0.244 -0.390
C 0.33379 -1.85932 0.20305 -0.627 -1.886 0.802 -1.542
C -3.32269 0.63301 0.79947 -0.695 1.458 -2.092 -0.523
C 1.30292 0.46358 0.18873 -1.092 1.331 2.394 -0.095
C 0.18428 -0.45701 -0.28416 0.510 1.601 1.265 2.158
C -2.12144 -0.06122 0.94266 0.209 0.614 -1.197 -0.621
H 0.05875 -2.05483 1.31241 0.618 0.948 -1.803 0.309
H 1.34987 -2.25124 0.02179 -0.449 0.159 0.119 0.413
H -4.10041 2.10385 -0.67724 0.283 -0.094 0.097 0.425
H 0.22649 0.69612 -2.03792 0.126 -1.627 0.031 0.382
H -0.40953 -2.46453 -0.33987 0.349 -0.168 0.089 0.432
H 0.88442 1.62258 2.08471 -0.560 0.263 -0.535 0.436
H 4.20747 1.54554 -0.59128 -0.865 -0.315 -0.643 0.380
H -0.33800 -0.83942 -2.25394 -3.533 -2.274 -2.142 0.251
H -4.28806 0.47580 1.21782 -0.133 -0.295 1.192 0.394
H 3.01320 3.11830 1.09969 0.476 0.348 0.530 0.435
H 1.19858 -0.63320 -2.14087 2.070 -0.585 -0.414 0.360
H -1.99006 -0.53909 1.80937 0.761 -2.576 2.936 0.485
```
Forces are in eV/Å.

The charge is +1. The SMILES is C[C@]([NH3+])(c1ccco1)c1cccs1. Its multiplicity is 1. For the HOMO-LUMO gap, the calculation gives 9.31 eV. The calculated total energy is -24928.744 eV.

Q: Which relative energy (zero: lowest compared OMol25 entry of this formula, charge and spin) values were calculated for the entries above? A: 48.4 381.6 321.7 204.1, in kJ/mol.